Below is a molecular structure, C41H72Br9NO26 in a non-equilibrium geometry, with properties calculated with wB97M-V/def2-TZVPD.

Properties
- HOMO level: -9.578 eV
- Largest force on an atom: 5.79 eV Å⁻¹

Structure (XYZ):
```
149
Properties=species:S:1:pos:R:3:forces:R:3
C -25.5020 -16.2696 -9.5151 0.6 0.6 -0.8
C -25.6626 -16.7473 -8.2419 1.1 -0.9 0.3
C -24.6547 -17.5564 -7.7078 1.1 -0.9 -0.5
C -23.4626 -17.9258 -8.4563 -2.9 1.6 -0.7
C -23.3492 -17.3991 -9.7682 -0.4 0.4 0.2
C -24.3685 -16.5799 -10.2855 -0.3 0.1 1.4
N -22.4565 -18.7728 -7.8836 4.5 -1.1 -0.2
O -21.3708 -19.0102 -8.5343 -3.3 1.0 0.6
O -22.5397 -19.2021 -6.7476 -1.3 0.4 -0.3
H -26.2035 -15.5141 -9.8369 -0.1 -0.1 -0.4
H -26.5349 -16.4672 -7.6700 0.1 -0.1 0.1
H -24.7987 -17.9299 -6.7047 0.3 -0.1 0.1
H -22.4803 -17.4875 -10.4035 0.3 -0.5 0.3
H -24.2486 -16.0231 -11.2031 0.2 -0.4 -0.2
C -22.4878 -22.4143 -9.5745 0.1 -0.1 0.4
C -23.8092 -22.9368 -8.9962 1.5 -0.4 1.3
O -24.2711 -23.9110 -9.8998 0.9 0.6 -1.7
C -25.0568 -24.8791 -9.5292 -2.8 1.2 4.1
O -25.8091 -24.7767 -8.5177 2.1 -0.7 -2.8
O -24.9947 -25.9171 -10.2872 -1.8 -1.2 0.4
C -24.2198 -26.0458 -11.4486 0.8 -0.1 -0.3
H -22.5346 -21.9996 -10.5815 -0.2 0.4 0.2
H -21.7579 -23.2225 -9.6195 -0.4 -0.5 -0.3
H -21.9677 -21.7871 -8.8505 -0.4 0.7 -0.2
H -24.5675 -22.2554 -8.6105 -0.1 0.3 -0.7
H -23.4908 -23.4637 -8.0966 -0.2 -0.2 0.3
H -23.2144 -26.2617 -11.0873 0.3 0.1 -0.5
H -24.2546 -25.1811 -12.1113 0.0 -0.1 0.2
H -24.6192 -26.9209 -11.9612 0.1 0.2 0.0
C -23.3859 -22.3100 -14.4729 -0.5 -0.7 -0.9
C -24.3256 -23.0248 -15.5115 -0.3 1.7 1.8
O -23.7032 -24.1142 -16.1457 0.7 -2.0 -0.5
C -23.5503 -25.3474 -15.5679 -0.4 0.1 1.3
O -23.9001 -25.6715 -14.4395 0.4 0.7 -1.7
O -22.9202 -26.1692 -16.4327 -0.3 -0.1 0.6
C -22.7456 -27.5813 -16.0473 -0.5 0.5 -0.2
H -22.5881 -21.8025 -15.0151 0.3 -0.7 0.1
H -23.0449 -23.0677 -13.7674 0.3 0.2 0.0
H -23.8276 -21.4849 -13.9142 -0.7 -0.3 0.0
H -24.6017 -22.2936 -16.2712 0.4 -0.3 -0.5
H -25.2925 -23.2549 -15.0638 0.2 -0.7 0.3
H -22.4681 -27.7582 -15.0082 0.4 0.6 -0.1
H -22.0261 -27.9609 -16.7728 0.0 0.1 0.3
H -23.6710 -28.1461 -16.1597 -0.2 0.3 -0.3
C -26.8507 -13.5883 -4.9319 0.4 0.8 0.6
C -26.3937 -12.5220 -5.9105 0.0 -1.0 -0.5
O -27.4872 -12.1340 -6.7753 0.2 0.6 1.0
C -27.8913 -12.8313 -7.7877 0.3 -2.0 -3.4
O -27.3363 -13.8142 -8.3455 -1.3 2.4 1.9
O -29.0266 -12.2335 -8.2494 0.9 0.0 -1.1
C -29.4644 -12.4688 -9.6599 -0.6 -0.7 1.4
H -26.8722 -14.6217 -5.2778 -0.3 0.3 -0.4
H -27.7969 -13.2189 -4.5366 -0.2 -0.5 0.2
H -26.1257 -13.5769 -4.1180 0.0 0.0 0.2
H -25.5491 -12.8916 -6.4920 -0.1 0.2 -0.3
H -26.1212 -11.5952 -5.4057 -0.1 -0.2 0.0
H -29.7377 -11.5660 -10.2062 0.6 0.5 0.6
H -30.4217 -12.9616 -9.4900 0.2 -0.4 -0.5
H -28.7571 -13.0642 -10.2372 0.0 -0.1 0.4
C -30.2853 -13.8028 -13.5242 0.1 0.6 -0.2
C -30.8953 -12.4472 -14.0077 1.8 -1.3 0.1
O -32.2989 -12.4932 -14.0199 -1.7 0.7 1.5
C -32.9614 -12.2047 -12.8652 -0.8 0.3 0.8
O -32.4609 -11.9958 -11.7643 -1.1 -0.4 -2.2
O -34.3214 -12.1622 -13.1922 2.8 -0.8 -0.7
C -35.3189 -11.9347 -12.2434 -0.6 0.6 1.1
H -29.1957 -13.7869 -13.5479 0.1 0.2 -0.7
H -30.6516 -14.6289 -14.1337 0.0 0.0 0.1
H -30.4168 -14.0270 -12.4656 -0.8 0.2 0.0
H -30.6613 -12.2374 -15.0514 0.2 -0.4 0.0
H -30.3988 -11.6407 -13.4680 -0.8 0.3 0.5
H -36.2750 -11.8627 -12.7618 0.3 0.1 -0.3
H -35.1360 -10.9963 -11.7200 0.0 0.0 0.1
H -35.4710 -12.7179 -11.5007 0.6 -0.3 0.0
C -29.4407 -16.3842 -9.8989 0.3 -1.5 -0.4
C -29.2480 -17.9124 -9.4883 0.3 1.3 -0.3
O -28.2599 -18.4837 -10.3847 0.3 0.5 -0.5
C -27.5473 -19.5769 -10.1010 -1.5 0.2 3.8
O -27.7790 -20.3086 -9.1164 0.7 1.1 -2.5
O -26.5231 -19.5855 -10.9094 -0.7 1.7 -1.3
C -25.5891 -20.5644 -10.7974 2.1 -2.4 1.4
H -30.2769 -15.9163 -9.3795 -0.1 -0.3 0.0
H -29.5984 -16.3361 -10.9764 -0.2 0.0 0.1
H -28.5620 -15.7708 -9.6993 0.2 -0.3 0.3
H -30.1259 -18.5473 -9.6074 -0.3 0.4 0.3
H -28.8812 -17.8739 -8.4626 0.0 -0.7 -0.1
H -24.6363 -20.3636 -11.2874 -0.6 0.4 -0.9
H -26.0060 -21.5292 -11.0863 0.3 -0.1 -0.1
H -25.1992 -20.6265 -9.7815 -0.6 -0.2 0.5
C -32.7503 -24.6567 -3.8088 0.4 0.7 1.9
C -33.6967 -23.4373 -3.6570 0.0 -0.4 -0.5
O -33.6102 -22.5235 -4.7567 1.4 1.7 -1.8
C -32.5704 -21.6401 -4.9838 2.5 0.8 1.9
O -31.7731 -21.1540 -4.1374 -3.1 -1.8 -2.4
O -32.4727 -21.3690 -6.3146 -2.3 -1.0 0.6
C -31.4964 -20.5139 -6.8548 2.1 -0.1 0.3
H -32.2877 -24.7884 -4.7869 -0.3 0.0 0.2
H -33.1374 -25.5740 -3.3651 -0.9 -0.2 -0.9
H -32.0105 -24.5390 -3.0170 0.9 0.5 -0.6
H -33.5769 -22.8589 -2.7410 0.2 -0.4 0.1
H -34.7248 -23.7894 -3.7412 0.0 0.2 0.1
H -31.4057 -19.5480 -6.3579 -0.2 -0.2 0.2
H -31.5058 -20.3614 -7.9341 -1.5 -0.2 0.0
H -30.5540 -21.0590 -6.8010 0.2 0.3 0.5
C -29.8252 -23.0961 -9.3553 -0.2 1.8 -0.4
C -28.6754 -23.1948 -10.3196 1.0 -2.1 1.0
O -29.1015 -22.9486 -11.6401 0.4 0.8 -2.5
C -28.2335 -23.0679 -12.6887 2.1 -1.0 -0.1
O -27.0780 -23.5478 -12.6660 -3.4 1.6 0.1
O -28.8533 -22.6015 -13.8218 -1.2 0.6 3.4
C -28.2587 -22.6536 -15.0466 1.4 -1.6 -2.1
H -29.4172 -23.1109 -8.3446 -0.2 -0.6 0.0
H -30.6662 -23.7588 -9.5594 0.4 -0.4 0.2
H -30.2338 -22.0896 -9.4444 -0.2 0.3 0.0
H -28.3337 -24.2268 -10.2389 0.3 -0.2 -0.4
H -27.8091 -22.6106 -10.0091 -0.3 0.5 -0.2
H -27.9041 -23.6755 -15.1808 0.5 0.0 -0.2
H -27.4461 -21.9577 -15.2553 0.1 0.2 0.6
H -28.9634 -22.5275 -15.8686 -0.6 0.3 0.5
C -28.4622 -16.7293 -5.9658 0.0 0.4 -0.8
C -29.4718 -16.5706 -4.8605 0.9 0.9 -0.5
O -30.7598 -16.4640 -5.5164 4.4 -0.4 -2.5
C -31.7908 -16.6131 -4.8378 -3.7 -0.1 4.4
O -31.9064 -16.3920 -3.6294 -0.1 -0.5 -1.6
O -32.7508 -17.0443 -5.6484 -0.9 -0.6 -0.6
C -34.0501 -17.3227 -5.0985 0.3 0.7 0.6
H -27.4255 -16.8575 -5.6544 -0.2 -0.2 0.6
H -28.4512 -15.8249 -6.5740 -0.2 -0.1 -0.4
H -28.7238 -17.6050 -6.5597 0.1 0.1 0.0
H -29.3320 -15.5980 -4.3887 0.2 -0.4 0.7
H -29.3038 -17.4469 -4.2343 -1.1 0.3 0.5
H -34.4611 -16.3696 -4.7656 -0.3 -0.1 0.0
H -33.9694 -17.9784 -4.2315 0.1 -0.1 -0.1
H -34.6810 -17.7607 -5.8719 0.4 0.1 0.0
C -22.6232 -18.6448 -14.1363 -0.1 -0.2 0.4
Br -24.4512 -18.4745 -13.4676 0.4 0.2 -0.6
Br -22.5221 -19.2904 -15.9797 0.0 0.4 0.7
Br -21.6716 -19.7494 -12.8356 0.1 0.2 -0.4
H -22.1341 -17.6716 -14.0937 -0.3 -0.2 -0.2
C -32.3553 -18.5550 -12.9604 -0.3 0.0 0.4
Br -31.2990 -20.0175 -12.0477 -1.2 0.9 -1.0
Br -32.1360 -16.9104 -11.9956 0.2 0.1 0.1
Br -34.3254 -18.7269 -13.1931 1.1 -0.7 0.1
H -31.9506 -18.3615 -13.9538 0.0 -0.5 0.3
C -27.5418 -21.4789 -5.8903 0.7 0.6 0.6
Br -26.9148 -23.0604 -5.0305 -0.5 -0.6 0.3
Br -25.9176 -20.4198 -6.1101 -0.3 0.3 -0.4
Br -28.8312 -20.4659 -4.7748 0.8 -0.8 -0.7
H -27.9052 -21.7661 -6.8770 -0.3 0.5 0.2
```
Forces are in eV/Å.